{"formula": "C56H78N6O16", "method": "ωB97M-V/def2-TZVPD", "elements": ["N", "C", "C", "C", "C", "H", "H", "H", "H", "H", "N", "C", "C", "C", "C", "H", "H", "H", "H", "H", "N", "C", "C", "C", "C", "H", "H", "H", "H", "H", "N", "C", "C", "C", "C", "H", "H", "H", "H", "H", "N", "C", "C", "C", "C", "H", "H", "H", "H", "H", "N", "C", "C", "C", "C", "H", "H", "H", "H", "H", "O", "C", "O", "C", "C", "C", "H", "H", "H", "H", "H", "H", "O", "C", "O", "C", "C", "C", "H", "H", "H", "H", "H", "H", "O", "C", "O", "C", "C", "C", "H", "H", "H", "H", "H", "H", "O", "C", "O", "C", "C", "C", "H", "H", "H", "H", "H", "H", "O", "C", "O", "C", "C", "C", "H", "H", "H", "H", "H", "H", "O", "C", "O", "C", "C", "C", "H", "H", "H", "H", "H", "H", "O", "C", "O", "C", "C", "C", "H", "H", "H", "H", "H", "H", "O", "C", "O", "C", "C", "C", "H", "H", "H", "H", "H", "H"], "coordinates": [[-18.960, -17.870, -4.955], [-17.623, -17.863, -5.218], [-17.028, -17.077, -4.280], [-18.065, -16.446, -3.519], [-19.255, -16.944, -4.018], [-19.617, -18.337, -5.497], [-17.241, -18.437, -6.061], [-15.965, -16.811, -4.257], [-17.890, -15.840, -2.638], [-20.282, -16.801, -3.716], [-14.839, -10.579, -4.259], [-13.822, -11.404, -4.683], [-14.300, -12.705, -4.723], [-15.643, -12.681, -4.321], [-15.966, -11.302, -4.050], [-14.799, -9.583, -4.120], [-12.869, -10.977, -4.962], [-13.685, -13.502, -5.105], [-16.276, -13.523, -4.102], [-16.897, -10.917, -3.665], [-21.701, -10.956, -8.503], [-21.967, -11.663, -7.339], [-22.490, -12.830, -7.715], [-22.534, -12.893, -9.131], [-22.026, -11.725, -9.615], [-21.102, -10.194, -8.461], [-21.753, -11.361, -6.320], [-22.821, -13.603, -7.007], [-22.903, -13.695, -9.698], [-21.856, -11.489, -10.626], [-17.643, -9.270, -1.228], [-18.504, -8.767, -2.177], [-17.823, -7.736, -2.764], [-16.475, -7.704, -2.259], [-16.393, -8.716, -1.326], [-17.802, -10.127, -0.745], [-19.510, -9.123, -2.343], [-18.314, -7.157, -3.531], [-15.717, -7.020, -2.533], [-15.582, -9.067, -0.706], [-18.179, -10.952, -8.350], [-18.477, -9.786, -8.979], [-18.422, -8.783, -8.040], [-18.137, -9.404, -6.775], [-18.042, -10.727, -7.028], [-18.162, -11.826, -8.857], [-18.599, -9.791, -10.033], [-18.631, -7.730, -8.279], [-18.126, -8.833, -5.856], [-17.827, -11.444, -6.249], [-24.257, -12.140, -4.279], [-25.105, -11.507, -5.091], [-26.181, -11.058, -4.378], [-25.909, -11.472, -3.063], [-24.728, -12.081, -3.024], [-23.260, -12.172, -4.496], [-25.033, -11.510, -6.126], [-27.044, -10.487, -4.654], [-26.500, -11.290, -2.160], [-24.201, -12.474, -2.201], [-16.831, -16.332, -7.794], [-17.864, -15.800, -7.563], [-19.079, -16.440, -7.698], [-20.106, -15.560, -7.254], [-19.478, -14.153, -7.121], [-18.019, -14.388, -6.962], [-20.503, -16.043, -6.389], [-20.921, -15.520, -8.000], [-19.949, -13.416, -6.432], [-19.716, -13.629, -8.018], [-17.795, -14.560, -5.940], [-17.314, -13.632, -7.362], [-22.496, -17.448, -4.466], [-23.455, -16.670, -4.621], [-23.761, -16.141, -5.798], [-24.823, -15.221, -5.645], [-25.527, -15.546, -4.323], [-24.290, -16.057, -3.568], [-25.384, -15.226, -6.620], [-24.397, -14.229, -5.560], [-26.226, -16.422, -4.417], [-26.089, -14.646, -4.054], [-24.557, -16.809, -2.770], [-23.707, -15.224, -3.159], [-23.921, -6.175, -3.048], [-23.550, -6.978, -3.827], [-23.819, -7.014, -5.109], [-23.121, -8.076, -5.842], [-22.093, -8.586, -4.870], [-22.772, -8.257, -3.489], [-22.737, -7.817, -6.847], [-23.888, -8.747, -6.070], [-21.154, -8.023, -5.015], [-21.880, -9.619, -5.080], [-22.138, -8.144, -2.673], [-23.482, -9.059, -3.156], [-19.075, -16.051, -0.447], [-19.782, -17.014, -0.683], [-21.143, -16.982, -0.689], [-21.688, -18.318, -0.930], [-20.539, -19.101, -1.526], [-19.270, -18.445, -0.930], [-22.545, -18.132, -1.526], [-22.069, -18.651, 0.039], [-20.610, -18.999, -2.580], [-20.648, -20.181, -1.373], [-18.461, -18.325, -1.618], [-18.936, -18.748, 0.042], [-21.531, -10.100, -1.320], [-22.005, -9.559, -0.296], [-21.273, -9.319, 0.732], [-22.021, -8.534, 1.732], [-23.519, -8.805, 1.366], [-23.443, -9.114, -0.117], [-21.671, -7.483, 1.580], [-21.662, -8.949, 2.671], [-24.214, -8.009, 1.656], [-23.916, -9.696, 1.935], [-23.669, -8.347, -0.825], [-24.156, -9.920, -0.396], [-24.501, -11.713, 1.495], [-23.560, -12.433, 1.188], [-23.554, -13.064, 0.029], [-22.356, -13.874, -0.066], [-21.556, -13.692, 1.208], [-22.332, -12.659, 1.951], [-21.877, -13.558, -0.998], [-22.673, -14.880, -0.332], [-20.542, -13.293, 1.056], [-21.412, -14.610, 1.744], [-21.802, -11.706, 2.091], [-22.652, -12.916, 2.992], [-21.543, -14.549, -3.917], [-20.785, -13.659, -3.656], [-21.003, -12.381, -4.233], [-19.992, -11.442, -3.753], [-19.338, -12.131, -2.547], [-19.555, -13.609, -2.853], [-20.553, -10.560, -3.518], [-19.322, -11.221, -4.576], [-19.803, -11.855, -1.581], [-18.317, -11.838, -2.473], [-19.650, -14.297, -2.014], [-18.850, -13.917, -3.584], [-18.262, -11.590, 1.513], [-17.572, -12.445, 1.002], [-16.454, -12.044, 0.298], [-15.788, -13.109, -0.377], [-16.874, -14.202, -0.468], [-17.708, -13.935, 0.792], [-14.913, -13.366, 0.202], [-15.459, -12.700, -1.360], [-16.377, -15.159, -0.562], [-17.485, -14.056, -1.355], [-17.268, -14.382, 1.696], [-18.785, -14.212, 0.745]], "lowdin_charge": [0.0503, -0.1371, -0.0954, -0.1134, -0.1482, 0.1311, 0.1261, 0.1039, 0.0662, 0.0940, 0.0247, -0.1235, -0.1164, -0.1056, -0.1345, 0.1405, 0.1059, 0.0925, 0.0724, 0.0811, 0.0501, -0.1400, -0.1343, -0.0967, -0.1019, 0.0896, 0.0878, 0.0996, 0.0819, 0.0950, 0.0351, -0.1293, -0.1147, -0.1046, -0.1270, 0.1033, 0.0843, 0.0845, 0.0744, 0.1125, 0.0272, -0.1605, -0.1004, -0.0976, -0.1737, 0.1466, 0.1036, 0.0992, 0.0872, 0.0875, 0.0284, -0.1683, -0.0749, -0.1224, -0.1551, 0.1263, 0.0912, 0.0937, 0.1097, 0.0916, 0.1225, -0.4641, 0.0154, -0.1346, -0.1582, -0.0708, 0.0925, 0.1278, 0.1062, 0.0857, 0.0896, 0.1277, 0.0523, -0.4886, 0.0361, -0.1773, -0.1153, -0.0891, 0.1496, 0.0777, 0.1301, 0.1135, 0.1424, 0.1109, 0.1374, -0.5349, 0.0493, -0.1253, -0.1278, -0.0470, 0.1344, 0.0921, 0.1239, 0.0688, 0.0697, 0.1367, 0.0624, -0.4346, 0.0054, -0.1196, -0.1230, -0.0301, 0.0995, 0.1277, 0.0864, 0.1225, 0.1023, 0.1233, 0.0313, -0.4890, 0.0409, -0.0729, -0.1279, -0.0690, 0.1391, 0.1192, 0.1180, 0.1062, 0.1062, 0.1311, 0.0742, -0.5045, 0.0397, -0.1081, -0.1209, -0.0753, 0.1140, 0.1153, 0.0975, 0.1178, 0.1327, 0.1550, 0.1260, -0.4253, -0.0481, -0.1275, -0.1173, -0.0827, 0.0742, 0.1014, 0.1145, 0.0713, 0.1138, 0.1050, 0.1001, -0.4481, -0.0279, -0.1375, -0.1388, -0.0755, 0.1194, 0.1227, 0.1173, 0.0752, 0.1426, 0.0900], "lumo_energy_ev": 0.41, "homo_energy_ha": -0.3036, "orbital_gap_ev": 8.670}